(1)
DFT (wB97M-V/def2-TZVPD) results for C47H40AsBrClHfIN5O3S4 as an isolated structure.

## Properties
LUMO level	2.0	eV
Kohn-Sham gap	6.390	eV
relative energy (zero: lowest compared OMol25 entry of this formula, charge and spin)	121.5	kJ/mol

```
! RIJCOSX wB97M-V def2-TZVPD def2/J DEFGRID3
* xyz -1 1
Hf 0.04 0.03 0.07
Cl -0.49 2.04 6.88
C 0.03 1.59 5.28
C 1.34 1.16 5.13
C 1.85 0.64 3.93
I 3.78 -0.25 3.88
C 1.02 0.76 2.79
O 1.45 0.60 1.55
C -0.36 1.00 2.98
N -1.21 0.74 1.94
C -2.54 0.69 2.08
C -3.12 1.07 3.28
C -2.31 1.64 4.27
C -0.90 1.50 4.21
H 2.01 1.26 5.97
H -3.10 0.31 1.21
H -4.20 1.24 3.32
H -2.73 2.01 5.24
C 1.15 -0.89 -3.58
N 1.01 -2.29 -3.16
C 1.71 -3.29 -4.02
C 1.01 -4.59 -3.91
C 0.84 -4.96 -2.46
N 0.23 -3.86 -1.68
C -0.19 -4.35 -0.39
C 0.44 -2.55 -1.98
O 0.00 -1.62 -1.19
H 1.03 -0.84 -4.67
H 2.14 -0.49 -3.36
H 0.40 -0.25 -3.12
H 2.74 -3.44 -3.74
H 1.81 -2.84 -4.97
H 1.66 -5.33 -4.44
H -0.02 -4.62 -4.31
H 1.76 -5.23 -1.90
H 0.22 -5.89 -2.40
H 0.57 -4.80 0.22
H -0.98 -5.06 -0.41
H -0.61 -3.50 0.16
Br -0.84 -4.72 5.09
C -0.62 -3.59 3.54
C 0.59 -3.14 3.15
C 0.72 -2.23 2.13
C -0.36 -1.78 1.42
C -1.62 -2.25 1.78
C -1.76 -3.10 2.86
H 1.55 -3.41 3.72
H 1.68 -1.88 1.96
H -2.54 -1.97 1.18
H -2.80 -3.35 3.26
O 1.38 0.99 -1.04
As 1.80 2.78 -0.86
C 1.19 3.64 -2.52
C 1.77 4.83 -2.87
C 1.34 5.52 -4.00
C 0.27 4.97 -4.77
C -0.37 3.81 -4.34
C 0.17 3.07 -3.25
C 2.49 3.87 0.75
C 1.80 3.81 1.97
C 2.29 4.52 3.11
C 3.44 5.28 2.98
C 4.12 5.31 1.78
C 3.65 4.65 0.65
C 3.72 2.32 -1.39
C 4.22 2.44 -2.71
C 5.52 2.00 -3.00
C 6.29 1.39 -2.01
C 5.83 1.28 -0.72
C 4.57 1.74 -0.42
H 2.52 5.29 -2.28
H 1.86 6.42 -4.36
H -0.14 5.57 -5.57
H -1.28 3.42 -4.78
H -0.33 2.16 -2.87
H 0.79 3.37 1.98
H 1.89 4.37 4.10
H 3.74 5.96 3.73
H 5.08 5.85 1.71
H 4.18 4.63 -0.30
H 3.60 2.90 -3.47
H 5.97 1.95 -4.03
H 7.30 1.00 -2.22
H 6.43 0.98 0.14
H 4.17 1.62 0.63
S -4.77 -4.32 -2.61
C -4.28 -2.87 -1.91
S -3.30 -1.77 -2.79
C -3.08 -0.73 -1.42
N -3.64 -1.29 -0.33
N -4.60 -2.28 -0.71
C -5.62 -2.69 0.22
C -5.57 -2.21 1.59
C -6.75 -2.21 2.34
C -7.94 -2.73 1.80
C -7.97 -3.26 0.49
C -6.80 -3.23 -0.25
S -2.11 0.68 -1.41
H -4.71 -1.80 2.06
H -6.81 -1.65 3.21
H -8.89 -2.64 2.33
H -8.87 -3.70 0.07
H -6.70 -3.73 -1.22
S -0.34 2.82 -0.04
*
```

(2)
DFT (wB97M-V/def2-TZVPD) results for HI2OP as an isolated structure.

## Properties
LUMO level	-0.6	eV
Kohn-Sham gap	8.992	eV
relative energy (zero: lowest compared OMol25 entry of this formula, charge and spin)	124.0	kJ/mol

```
! RIJCOSX wB97M-V def2-TZVPD def2/J DEFGRID3
* xyz 0 1
O 1.29 -0.16 0.75
P -0.43 0.79 0.16
I -2.12 -0.54 1.17
I -0.58 0.04 -2.13
H 1.85 -0.13 0.06
*
```

(3)
DFT (wB97M-V/def2-TZVPD) results for a 2-piece molecular cluster, C3H9IN2 overall.

## Properties
LUMO level (spin up / spin down)	0.3 / 0.3	eV
Kohn-Sham gap (spin up / spin down)	8.229 / 8.228	eV
relative energy (zero: lowest compared OMol25 entry of this formula, charge and spin)	283.3	kJ/mol

```
! RIJCOSX wB97M-V def2-TZVPD def2/J DEFGRID3
* xyz 0 1
C 0.78 -0.93 0.75
C 1.44 -1.01 -0.64
C -2.29 1.04 -0.30
N -2.26 3.44 0.14
N -2.58 2.16 0.23
I -3.25 -0.74 0.01
H 0.70 0.17 1.04
H 1.46 -1.35 1.48
H -0.23 -1.21 0.92
H 1.66 -2.13 -0.82
H 2.34 -0.47 -0.44
H -1.41 0.94 -0.89
H 0.88 -0.76 -1.53
H -1.81 3.73 -0.74
H -3.34 1.98 0.99
*
```

(4)
DFT (wB97M-V/def2-TZVPD) results for a single C3H3Cl2NS molecule.

## Properties
LUMO level	0.3	eV
Kohn-Sham gap	8.965	eV
relative energy (zero: lowest compared OMol25 entry of this formula, charge and spin)	47.7	kJ/mol
SMILES	ClC1(Cl)C=CSN1

```
! RIJCOSX wB97M-V def2-TZVPD def2/J DEFGRID3
* xyz 0 1
Cl -2.12 1.30 -0.26
C -0.75 0.17 -0.13
Cl -1.82 -1.46 0.59
C 0.25 0.40 0.85
C 1.42 -0.07 0.51
S 1.47 -0.59 -1.16
N -0.18 -0.20 -1.31
H 0.18 0.89 1.83
H 2.22 0.00 1.21
H -0.65 -0.45 -2.13
*
```

(5)
DFT (wB97M-V/def2-TZVPD) results for a 2-piece molecular cluster, C11H11ClNO3 overall.

## Properties
LUMO level (spin up / spin down)	-0.4 / -2.2	eV
Kohn-Sham gap (spin up / spin down)	8.705 / 6.979	eV
relative energy (zero: lowest compared OMol25 entry of this formula, charge and spin)	95.9	kJ/mol
<S²>	0.7569

```
! RIJCOSX wB97M-V def2-TZVPD def2/J DEFGRID3
* xyz 0 2
C -0.47 -0.94 0.36
C -1.42 -1.89 0.54
C -2.90 -1.70 0.69
O -3.40 -0.62 0.45
H 0.56 -1.30 0.38
C -0.59 0.53 0.49
C 0.17 1.18 1.48
C 0.12 2.57 1.60
C -0.62 3.32 0.70
C -1.34 2.69 -0.31
C -1.34 1.30 -0.41
Cl -0.86 -3.56 0.55
C -3.74 -2.85 1.16
H 0.73 0.58 2.20
H 0.65 3.05 2.42
H -0.63 4.41 0.77
H -1.87 3.28 -1.07
H -1.90 0.80 -1.20
H -3.79 -3.62 0.38
H -3.31 -3.31 2.06
H -4.75 -2.49 1.37
C -0.71 -1.77 -2.77
H -0.46 -2.73 -2.32
H -1.72 -1.39 -2.93
N 0.32 -1.11 -3.44
O 0.03 -0.14 -4.14
O 1.47 -1.51 -3.28
*
```

(6)
DFT (wB97M-V/def2-TZVPD) results for a 2-piece molecular cluster, C4H13NOS overall.

## Properties
LUMO level	0.8	eV
Kohn-Sham gap	10.190	eV
relative energy (zero: lowest compared OMol25 entry of this formula, charge and spin)	171.0	kJ/mol
SMILES	CN[C@H](C)CS.O

```
! RIJCOSX wB97M-V def2-TZVPD def2/J DEFGRID3
* xyz 0 1
C 1.60 1.36 -0.78
N 0.44 0.49 -0.94
C 0.36 -0.54 0.25
C -0.44 -1.75 -0.24
C -0.13 0.15 1.53
S 0.78 -0.03 3.18
H 1.26 2.01 0.10
H 2.47 0.81 -0.45
H 1.94 1.91 -1.69
H 0.61 -0.15 -1.79
H 1.49 -0.89 0.40
H -0.12 -1.93 -1.19
H -0.19 -2.69 0.39
H -1.46 -1.46 -0.07
H -0.28 1.21 1.16
H -1.21 -0.18 1.66
H 0.06 -1.16 3.58
O -2.59 1.04 -1.44
H -2.95 0.82 -2.31
H -1.63 0.97 -1.34
*
```

(7)
DFT (wB97M-V/def2-TZVPD) results for C14H29BF4O13Ti as an isolated structure.

## Properties
LUMO level (spin up / spin down)	2.4 / 2.3	eV
Kohn-Sham gap (spin up / spin down)	2.409 / 6.273	eV
<S²>	3.7554

```
! RIJCOSX wB97M-V def2-TZVPD def2/J DEFGRID3
* xyz -1 4
Ti 0.14 -0.52 -0.65
C -0.91 -4.02 -1.07
C 0.48 -3.46 -1.31
O 0.45 -2.31 -2.08
H -0.92 -5.01 -0.56
H -1.47 -4.19 -1.99
H -1.51 -3.34 -0.44
H 1.13 -4.24 -1.76
H 0.93 -3.19 -0.32
B 1.85 0.69 -3.31
F 2.92 -0.20 -3.31
F 0.86 0.29 -4.22
F 1.30 0.74 -1.95
F 2.22 2.03 -3.58
C 0.65 3.08 2.42
O 0.45 3.72 1.16
C -0.06 2.94 0.20
O -0.22 1.76 0.30
O -0.30 3.68 -0.87
C -0.54 3.02 -2.13
H -0.21 3.29 3.05
H 1.52 3.55 2.88
H 0.79 2.01 2.33
H -0.54 1.94 -2.04
H 0.26 3.33 -2.79
H -1.49 3.39 -2.51
C 3.69 1.26 -0.13
O 3.72 0.76 1.23
C 2.76 -0.13 1.53
O 2.11 -0.71 0.72
O 2.53 -0.25 2.84
C 3.35 0.45 3.76
H 4.25 2.19 -0.11
H 2.67 1.47 -0.44
H 4.10 0.51 -0.81
H 3.01 0.18 4.76
H 3.36 1.52 3.59
H 4.39 0.09 3.71
C 0.38 -3.40 2.65
O -0.53 -2.48 3.24
C -1.03 -1.56 2.42
O -0.70 -1.38 1.27
O -1.95 -0.84 3.08
C -2.51 0.22 2.34
H -0.15 -4.25 2.19
H 1.04 -3.76 3.43
H 0.91 -2.92 1.83
H -3.04 0.87 3.02
H -3.16 -0.12 1.52
H -1.76 0.82 1.81
C -2.32 -1.62 -3.41
O -3.09 -0.41 -3.23
C -2.91 0.22 -2.09
O -2.01 -0.01 -1.32
O -3.79 1.21 -1.97
C -3.66 2.03 -0.80
H -2.46 -1.86 -4.46
H -2.71 -2.40 -2.77
H -1.26 -1.45 -3.21
H -4.56 1.88 -0.20
H -3.72 3.06 -1.16
H -2.73 1.86 -0.26
*
```

(8)
DFT (wB97M-V/def2-TZVPD) results for C3H2O3Tb as an isolated structure.

## Properties
LUMO level (spin up / spin down)	-6.1 / -5.5	eV
Kohn-Sham gap (spin up / spin down)	5.676 / 6.314	eV
relative energy (zero: lowest compared OMol25 entry of this formula, charge and spin)	217.1	kJ/mol
<S²>	12.7709

```
! RIJCOSX wB97M-V def2-TZVPD def2/J DEFGRID3
* xyz 1 7
H 1.17 1.93 0.39
O 0.42 1.02 -1.32
C 0.69 1.02 0.01
C -0.10 0.23 0.84
C 0.20 -2.57 0.29
O -1.41 0.15 0.48
O 0.03 -2.49 -0.83
Tb -1.41 0.01 -1.65
H 0.42 0.70 1.79
*
```

In the order shown, the computed max |F| values come out to 3.88; 7.89; 4.29; 2.70; 1.30; 4.65; 1.41; 7.04 eV/Å.